{"formula": "C3H4FN3S", "method": "the ωB97M-V functional and the def2-TZVPD basis", "mol_weight_g_mol": 133.15, "smiles": "FCc1cnnn1S", "charge": 0, "e_above_lowest_ev": 1.5782, "fmax_ev_per_a": 0.983, "e_lumo_ev": 0.53, "species": ["F", "C", "C", "C", "N", "N", "N", "S", "H", "H", "H", "H"], "coordinates": [[-0.12, -2.28, -0.39], [-0.96, -1.21, -0.15], [-0.20, 0.05, -0.31], [-0.27, 1.10, -1.19], [0.74, 1.96, -0.92], [1.47, 1.51, 0.05], [0.89, 0.36, 0.44], [1.56, -0.51, 1.75], [-1.37, -1.29, 0.86], [-1.78, -1.24, -0.89], [-1.00, 1.27, -1.96], [1.05, 0.28, 2.71]]}

***

{"formula": "C25H44N2O8S", "method": "the ωB97M-V functional and the def2-TZVPD basis", "mol_weight_g_mol": 532.70, "charge": 0, "fmax_ev_per_a": 1.212, "e_lumo_ev": -0.45, "species": ["C", "C", "O", "O", "C", "C", "C", "C", "C", "C", "C", "C", "C", "C", "N", "S", "N", "C", "H", "H", "H", "H", "H", "H", "H", "H", "H", "H", "H", "H", "H", "H", "H", "H", "C", "O", "C", "C", "O", "C", "C", "O", "C", "H", "H", "H", "H", "H", "H", "H", "H", "H", "H", "H", "H", "H", "H", "C", "O", "C", "C", "O", "C", "C", "O", "C", "H", "H", "H", "H", "H", "H", "H", "H", "H", "H", "H", "H", "H", "H"], "coordinates": [[-2.60, 0.00, -3.17], [-2.74, 1.28, -3.94], [-2.95, 1.27, -5.12], [-2.63, 2.40, -3.21], [-3.63, 3.39, -3.51], [-5.07, 2.85, -3.53], [-6.07, 3.82, -2.87], [-7.46, 3.67, -3.53], [-8.64, 3.67, -2.52], [-9.70, 2.69, -2.95], [-10.06, 1.62, -2.20], [-11.04, 0.70, -2.66], [-11.66, 0.82, -3.84], [-11.34, 1.93, -4.67], [-11.81, 2.24, -5.87], [-11.08, 3.59, -6.35], [-10.13, 3.85, -5.08], [-10.34, 2.88, -4.21], [-3.18, 0.03, -2.25], [-2.91, -0.82, -3.79], [-1.56, -0.17, -2.89], [-3.55, 4.16, -2.75], [-3.42, 3.84, -4.47], [-5.16, 1.88, -3.04], [-5.35, 2.72, -4.57], [-5.71, 4.82, -3.10], [-6.11, 3.66, -1.80], [-7.47, 2.69, -4.01], [-7.63, 4.39, -4.32], [-8.29, 3.39, -1.53], [-9.06, 4.67, -2.48], [-9.58, 1.47, -1.24], [-11.28, -0.16, -2.04], [-12.39, 0.11, -4.19], [0.56, 1.21, -0.81], [1.13, -0.06, -0.61], [2.13, -0.39, -1.56], [3.24, -1.21, -0.93], [4.10, -0.49, -0.07], [3.62, -0.07, 1.20], [3.43, -1.19, 2.20], [2.30, -1.98, 1.89], [2.46, -3.35, 2.22], [-0.10, 1.22, -1.68], [-0.01, 1.47, 0.08], [1.34, 1.98, -0.94], [2.55, 0.51, -2.00], [1.66, -0.99, -2.35], [3.88, -1.55, -1.75], [2.85, -2.11, -0.45], [2.71, 0.53, 1.10], [4.39, 0.58, 1.59], [3.26, -0.75, 3.19], [4.33, -1.80, 2.23], [3.42, -3.73, 1.87], [1.66, -3.90, 1.72], [2.37, -3.50, 3.30], [9.61, -3.72, 2.34], [9.16, -2.73, 3.24], [8.06, -1.98, 2.75], [7.10, -1.61, 3.86], [6.33, -2.69, 4.36], [6.96, -3.69, 5.15], [7.36, -3.24, 6.54], [8.49, -2.38, 6.50], [8.48, -1.39, 7.50], [10.15, -3.27, 1.50], [10.29, -4.37, 2.89], [8.78, -4.32, 1.96], [7.52, -2.54, 1.98], [8.45, -1.05, 2.30], [6.37, -0.92, 3.44], [7.61, -1.08, 4.67], [7.80, -4.14, 4.62], [6.20, -4.47, 5.27], [7.63, -4.13, 7.12], [6.51, -2.75, 7.02], [7.50, -0.89, 7.56], [9.22, -0.64, 7.23], [8.73, -1.81, 8.48]]}